1.
# C34H56N2OP3Pt

C34H56N2OP3Pt as an isolated structure at a distorted geometry (ωB97M-V/def2-TZVPD, OMol25).

Its total charge is +3. As for the spin multiplicity: 5. The orbital gap (alpha / beta) comes out at 6.35 / 4.73 eV.

The geometry in XYZ format:
```
97
Properties=species:S:1:pos:R:3:forces:R:3
Pt 0.4863 0.2439 0.8294 1.0564 -0.8101 1.8190
P -0.7590 2.4852 -0.5155 -1.1799 2.3747 -2.2209
P -0.9302 0.3906 2.6788 -0.8508 -0.2242 2.0000
P 1.8733 -1.7897 0.8873 0.6755 -1.4576 -0.6776
O 2.4965 1.9515 2.3424 -2.0021 -1.9911 -1.1685
N 1.3859 0.0917 -1.2399 -0.2174 -0.4041 -1.3838
N -1.0695 -0.5717 -0.1660 -2.4042 -0.7706 -4.3192
C -0.0939 5.3055 -1.0337 0.0257 -0.2470 -0.6909
C -3.3366 -2.6509 -1.1166 -0.0874 0.1127 0.2096
C 4.2235 -0.3271 0.2488 -0.1893 0.0848 -0.0153
C -2.4079 -2.0220 -3.2848 -0.0941 0.0256 0.0116
C -1.9012 4.8201 0.6692 -0.1961 -0.2521 -0.0369
C 1.3423 1.2059 -2.0327 0.5575 -0.4432 -0.0380
C 2.1038 1.2008 -3.2361 -0.4201 0.5282 0.4046
C -1.5860 -0.9581 -1.1607 -0.0925 -1.3623 3.0380
C 2.0543 -4.5185 1.5638 0.1815 -0.2370 0.0463
C -2.2530 2.4073 -1.8378 -0.3662 -0.4936 0.3713
C -0.5594 4.3552 0.0751 -0.0465 0.2985 1.0739
C 1.6439 -2.2955 -0.8625 -0.2915 0.6098 -0.3951
C -1.9666 1.8837 2.8333 -0.2289 -0.0236 -0.1095
C 3.7638 -1.6045 0.9792 0.1506 0.2923 0.3617
C 2.3543 -1.1672 -3.0324 -0.0337 0.3733 0.3346
C 0.5001 2.2844 -1.7067 1.7678 0.2108 -0.3481
C 1.8236 -1.0696 -1.7427 -0.2984 -0.0594 0.0810
C -4.2235 -3.6342 -3.1374 0.1928 0.2499 0.0582
C -2.5574 3.7438 -2.5169 0.1037 0.4782 0.0563
C -1.9018 1.4529 -2.9870 0.2133 -0.1745 0.1112
C -4.2291 -3.5209 -1.7448 0.4055 0.2838 0.2433
C 1.7656 1.3154 1.7070 3.2970 3.3439 1.4105
C 1.0683 -2.9950 3.2910 0.0393 -0.0680 0.1254
C -3.3146 -2.8890 -3.9035 0.3522 0.1766 0.1602
C 1.1597 -3.2948 1.7880 -0.1314 0.1680 0.3700
C 4.5021 -2.7650 0.2949 -0.0249 -0.3786 -0.0104
C -2.4505 -1.8638 -1.8812 0.1809 -0.0394 -0.9413
C -3.4444 1.8993 -1.0158 -0.2234 0.0387 -0.0573
C 4.1724 -1.5076 2.4597 0.1011 -0.0500 0.0275
C 2.5781 0.0126 -3.7418 0.1311 -0.3573 -0.2401
C 0.0141 0.4611 4.2400 -0.0309 -0.0646 0.0851
C 0.5034 4.4035 1.1793 0.1396 -0.1484 0.1471
C -0.2481 -3.6151 1.2411 -0.0224 0.1207 -0.1564
C -2.1274 -0.9758 2.8916 -0.2312 0.0505 0.0540
H 4.0197 -0.3786 -0.8266 0.1424 0.0584 0.2292
H -1.3468 2.7649 3.0308 -0.1025 -0.2077 -0.0909
H 1.5383 -5.3941 1.9846 0.0641 0.2232 -0.0888
H -2.5624 2.0405 1.9261 0.0668 -0.0241 0.1868
H -0.7419 -4.3222 1.9265 0.2037 0.2410 -0.1579
H 0.9146 5.0617 -1.3881 -0.1694 0.1104 0.1234
H -3.3048 -2.9893 -4.9904 0.0287 -0.0146 0.3667
H 5.5785 -2.6004 0.4482 -0.2753 -0.0054 -0.0403
H 0.5589 5.4372 1.5560 -0.0031 -0.3282 -0.1316
H -4.9187 -4.3160 -3.6254 0.1584 0.2032 0.0805
H -3.2384 0.9152 -0.5792 -0.1231 0.1738 -0.0777
H 3.0139 -4.4352 2.0882 -0.2705 -0.0349 -0.1462
H -0.6328 0.1734 5.0787 0.1600 0.1047 -0.1351
H 0.8844 -0.2036 4.2146 -0.1872 0.1401 0.0512
H 3.0923 -0.0203 -4.6993 -0.0599 0.0741 0.1689
H -4.3276 1.8064 -1.6634 0.1724 0.0371 0.1651
H 5.3128 -0.2380 0.3767 -0.3363 -0.0316 -0.0008
H 0.7123 -3.9031 3.8015 0.0888 0.2983 -0.0878
H -1.1793 1.9016 -3.6805 -0.2354 -0.0848 0.1240
H -2.8523 4.5467 -1.8378 0.0240 -0.2279 -0.2580
H -1.4646 0.5153 -2.6377 -0.0102 0.1297 -0.1622
H -4.9171 -4.1021 -1.1310 0.1885 0.1108 -0.2404
H 1.4979 4.1340 0.8042 -0.1590 0.0370 0.0688
H 0.6181 3.1653 -2.3573 -0.2251 -0.3599 0.1963
H 2.6152 -2.1424 -3.4106 0.1654 -0.0213 -0.1671
H 2.3049 -3.1209 -1.1527 -0.0819 0.3024 0.1470
H -3.3998 3.5789 -3.2075 0.1916 -0.0863 0.2270
H 3.6684 -0.6746 2.9709 0.1069 -0.1918 -0.0528
H -2.6588 1.7579 3.6788 0.1966 0.0036 -0.1863
H -1.7122 4.0821 -3.1294 -0.2556 -0.0788 0.1141
H -1.7586 5.8216 1.1032 0.0098 -0.3013 -0.1268
H 0.3618 -2.1835 3.5054 0.2242 -0.2492 -0.0438
H 5.2553 -1.3156 2.5002 -0.3215 -0.0441 0.0559
H -0.8843 -2.7237 1.1525 0.1382 -0.2187 0.0745
H 2.2275 -4.7268 0.4999 -0.0046 0.0108 0.2797
H -3.2886 -2.5619 -0.0290 -0.2578 -0.0785 -0.3185
H 0.2556 3.7590 2.0307 0.0597 0.1375 -0.1349
H -1.6409 -1.9205 3.1552 -0.0580 0.2805 -0.0864
H 4.3303 -2.7865 -0.7889 0.1019 0.0277 0.2491
H 0.6133 -2.6635 -0.9861 0.2664 0.1681 0.0298
H 2.0444 -2.7340 3.7186 -0.2998 -0.0636 -0.0448
H -2.8284 -0.7136 3.6953 0.1607 -0.0481 -0.1435
H -1.6434 -1.4822 -3.8599 -0.5592 -0.2021 0.1206
H -3.6988 2.5881 -0.1979 0.0215 -0.1120 -0.2259
H 3.7615 0.5762 0.6540 0.2198 -0.0992 -0.1295
H -2.7004 4.8950 -0.0757 0.2341 0.0293 0.3167
H -2.2413 4.1516 1.4703 0.0739 0.2932 -0.1693
H -0.7693 5.3501 -1.8922 0.2045 0.0497 0.2625
H -0.2046 -4.1035 0.2593 -0.0066 0.0715 0.2304
H 3.9813 -2.4396 3.0087 0.0901 0.2800 -0.1540
H -2.8127 1.2007 -3.5498 0.1760 0.1519 0.2028
H 4.2611 -3.7461 0.7115 0.1540 0.2692 -0.1560
H 2.2506 2.1558 -3.7266 -0.0377 -0.1758 -0.2706
H -2.7056 -1.1238 1.9722 0.1024 0.0568 0.1357
H 0.3617 1.4885 4.4025 -0.0348 -0.2020 -0.0131
H -0.0550 6.3195 -0.6054 -0.0291 -0.3465 0.0435
```
Positions in Å, forces in eV/Å.

2.
# C34H59BrN16O4P

A 12-piece molecular cluster, C34H59BrN16O4P overall at a distorted geometry (ωB97M-V/def2-TZVPD, OMol25).

Its total charge is +1. The orbital gap comes out at 9.47 eV. The value obtained for the relative energy (zero: lowest compared OMol25 entry of this formula, charge and spin) is 12.2 kcal/mol.

The geometry in XYZ format:
```
115
Properties=species:S:1:pos:R:3:forces:R:3
Br 0.8429 -4.2813 -0.8770 -0.1960 0.0651 0.2882
P 2.7388 -2.5269 1.0088 0.5478 1.1207 0.8195
O -0.3871 -3.6228 3.8515 0.4390 -0.2203 -0.4631
O 0.3882 -3.6368 1.6845 -0.0342 0.2802 0.1077
O 3.1889 -3.7322 2.0182 -0.4237 -0.1900 -0.5777
O -1.9598 -0.6512 0.7591 0.2609 0.3298 0.0949
N -4.1599 -0.9687 3.9725 0.1164 0.0153 0.3271
N -1.5168 -5.7164 3.1837 1.2362 2.1718 0.4804
N -0.2808 5.1102 4.7442 0.1002 -0.1264 -0.0130
N -0.0784 -0.1889 -2.2736 -0.6137 -0.2842 0.3413
N -6.7900 -0.5259 -7.1801 -0.1843 -0.1319 0.1302
N 3.2779 1.4493 5.7167 -0.0855 -0.3499 0.0815
N 8.4232 -0.4461 -6.9183 -0.1980 -0.0182 -0.0179
N -1.1154 -1.7294 1.0341 0.0747 0.0460 -0.1410
N 9.5011 -1.2455 -3.4752 0.0904 -0.1530 -0.1049
N -1.1042 10.7439 3.7112 -0.0369 -0.1808 -0.0193
N 1.4668 1.4360 -1.4759 -0.1090 -0.6683 0.1852
N -5.7895 -0.8130 -2.5403 -0.0627 0.0365 -0.3815
N -3.5313 8.1535 1.1332 0.0959 -0.1272 -0.2927
N -0.7649 1.4430 -0.6755 0.0435 -0.4115 -0.3362
N 0.1670 1.1390 3.3911 -0.1861 0.2038 0.1997
N 3.9938 -1.0128 -3.4687 0.0372 0.0003 0.0904
C -3.3196 -1.0788 0.9036 -1.2855 -0.4347 -0.6918
C -4.5394 -0.9554 -4.8232 0.0479 0.0405 0.0427
C 10.5899 -2.6425 -5.3884 0.0291 0.0383 0.0265
C -7.6432 -1.0698 -6.6348 0.0577 0.1161 -0.1649
C -0.7196 1.5700 3.9858 0.1998 0.0174 -0.1061
C -3.8683 -1.7459 -0.3589 0.2587 -0.8549 0.5917
C 0.9397 -2.9325 0.5810 0.7535 -1.1684 -0.7873
C 5.0797 -1.3586 -3.6194 -0.1305 0.0116 -0.0424
C 9.9787 -1.8624 -4.3186 -0.0232 0.1312 0.0700
C -0.9536 -4.7224 3.4488 -1.4238 -2.0550 -0.2525
C 7.4305 0.0519 -7.2113 0.1802 -0.0366 0.0263
C 6.1749 0.6931 -7.5859 0.0409 -0.0274 0.0178
C -4.0150 -3.2603 -0.1515 0.2869 -0.0208 -0.4797
C -8.7321 -1.7550 -5.9477 0.0306 0.0285 -0.0208
C 2.8625 0.3916 5.8857 0.0851 0.2278 -0.0581
C -4.4530 -1.1248 6.5596 -0.0259 0.0028 -0.0580
C -1.4923 9.6665 3.8061 0.0534 0.1906 0.0063
C 0.7845 -0.3760 0.0487 -1.0829 0.4528 0.2504
C 3.6832 -2.8047 -0.5112 -0.0375 -0.2609 0.3210
C 0.3028 0.5508 -1.0998 1.4103 1.1514 -0.3555
C 2.3317 -0.9499 6.0963 0.0354 0.0279 -0.0270
C 0.2148 -2.8171 2.8028 -0.6468 -0.1840 0.0605
C 2.1849 4.2802 4.5889 -0.1011 0.0320 0.0381
C 0.8088 4.7482 4.6829 -0.0963 0.1459 -0.0771
C -2.6669 7.8457 0.4422 -0.1775 0.0906 0.0838
C 6.4584 -1.7946 -3.8108 -0.1953 0.0518 0.0219
C 0.0862 -1.7207 0.1297 0.0075 -0.2129 -0.1058
C -1.9792 8.2983 3.9294 -0.0741 -0.0305 -0.0640
C -5.2383 -0.8713 -3.5475 -0.0994 0.0054 0.1462
C -4.2894 -1.0341 5.1130 0.0159 -0.0167 -0.1795
C -4.1214 -4.0179 -1.4721 0.3376 0.1491 0.7177
C -1.8427 2.1140 4.7356 -0.0354 0.0357 -0.0150
C -1.5592 7.4609 -0.4234 -0.0317 0.0250 0.0020
C -0.7605 -1.6928 2.4614 0.1447 -0.1413 0.7618
H 6.5753 -2.8149 -3.4511 0.0129 -0.0128 0.0077
H 2.4626 4.1660 3.5432 0.0078 -0.0093 -0.0154
H -0.8505 6.8533 0.1359 0.0187 0.0012 0.0003
H 3.1307 -4.6098 1.6153 0.0692 -0.1956 0.1239
H 2.2099 0.8327 -1.8252 0.0986 0.1207 -0.2582
H -2.4335 8.1528 4.9074 0.0180 -0.0055 0.0167
H -4.2779 -1.9914 -5.0312 0.0009 -0.0141 -0.0118
H -2.7608 1.9782 4.1667 -0.0112 -0.0282 -0.0109
H -1.9349 6.8890 -1.2690 0.0091 -0.0043 -0.0224
H -0.3225 -1.9660 -0.8418 -0.0906 0.2387 -0.2736
H -3.1641 -3.6891 0.3936 0.1085 0.0037 0.1530
H 3.6532 -3.8373 -0.8411 -0.1583 -0.1622 -0.1961
H -1.1502 7.6010 3.8207 -0.0102 -0.0374 0.0526
H -3.2261 -1.5424 -1.2134 0.1166 0.1940 -0.0954
H -0.3656 -0.7138 2.7238 0.0161 -0.0262 -0.3985
H 2.6005 -1.3027 7.0895 -0.0017 -0.0198 0.0119
H -8.3570 -2.6591 -5.4732 -0.0105 -0.0173 0.0133
H -4.8837 -3.4323 0.4753 -0.1507 -0.1563 0.1736
H 2.2744 3.3180 5.0873 0.1006 0.0355 -0.0337
H 10.0875 -3.6036 -5.4750 0.0049 -0.0236 -0.0075
H 1.2472 -0.9325 6.0042 -0.0163 -0.0042 0.0058
H 2.7474 -1.6294 5.3540 0.0201 -0.0178 0.0057
H -4.1346 -5.0837 -1.2780 -0.3077 -0.2350 -0.1345
H 0.7211 -0.4076 -2.8495 0.1380 0.0052 -0.1140
H -3.9351 -0.2340 1.1687 0.4045 0.6125 0.1106
H -1.6599 -1.8454 3.0453 -0.3282 0.0619 -0.0289
H -5.1825 -0.5833 -5.6181 0.0704 -0.0067 -0.0190
H -1.6376 -2.5787 0.7888 0.0691 -0.1922 0.2484
H -5.5118 -1.1270 6.8083 -0.0171 -0.0006 0.0147
H -3.4195 -1.7706 1.7333 0.1712 -0.0026 0.3495
H -2.7184 8.1033 3.1487 0.1192 0.0549 0.2607
H 5.5086 0.7291 -6.7263 -0.0224 0.0135 0.0058
H -9.1551 -1.1015 -5.1881 -0.0100 0.0027 0.0172
H -3.9986 -2.0439 6.9233 -0.0052 -0.0164 0.0104
H -9.5065 -2.0215 -6.6634 -0.0152 -0.0087 -0.0075
H -1.6767 3.1760 4.9140 0.0191 0.0190 -0.0108
H 3.3642 -2.1377 -1.3025 -0.1221 0.0729 -0.2321
H 5.6988 0.1296 -8.3851 -0.0152 0.0017 -0.0167
H 7.1355 -1.1455 -3.2625 0.0628 0.0047 -0.0204
H 2.8576 4.9917 5.0626 -0.0097 0.0198 0.0191
H -3.6299 -0.3587 -4.7877 0.0138 0.0027 0.0143
H 6.3694 1.7064 -7.9297 -0.0043 0.0193 -0.0051
H -1.9289 1.5965 5.6891 0.0041 -0.0036 0.0197
H 10.4984 -2.1052 -6.3294 -0.0547 0.0486 0.0101
H -0.7271 0.3588 -2.8187 -0.0248 -0.0088 -0.1854
H 6.7146 -1.7560 -4.8678 0.0597 0.0218 -0.0053
H -3.2110 -3.8227 -2.0316 0.0191 0.0900 -0.3980
H -1.0542 8.3519 -0.7899 0.0177 0.0086 -0.0081
H -4.9943 -3.6904 -2.0205 -0.1408 -0.0877 -0.2809
H 4.7143 -2.5696 -0.2666 0.1678 0.1688 0.0888
H -3.9763 -0.2732 7.0404 -0.0104 0.0108 0.0183
H -0.9355 2.0341 -1.4830 -0.1636 0.1285 -0.0295
H 1.8663 1.8362 -0.6300 -0.0818 0.1914 0.0568
H 0.6103 0.1662 0.9764 0.2254 0.1304 0.2157
H 11.6415 -2.8086 -5.1646 0.0134 -0.0186 0.0077
H -0.3480 2.0803 -0.0065 -0.1635 0.0000 0.3034
H 1.8581 -0.4561 -0.0374 0.1765 -0.4303 -0.0535
H 1.1522 -2.4738 3.2214 0.1759 0.0854 0.0820
H -4.8593 -1.3917 -0.6007 -0.0043 0.4411 -0.0424
```
Positions in Å, forces in eV/Å.

The following electronic energy values (in eV) correspond, in order, to the records above: -72280.071, -147565.967.